No. 1
Molecular formula: C3H3NO2
Method: DFT, ωB97M-V with the def2-TZVPD basis set

Geometry as ORCA input:
```
! RIJCOSX wB97M-V def2-TZVPD def2/J DEFGRID3
* xyz -2 1
C -2.535 1.813 0.339
C -15.741 -0.518 -0.107
C -2.717 2.908 -0.159
N -15.876 0.693 -0.202
O -16.306 1.832 -0.194
O -15.150 -2.391 0.006
H -2.069 0.954 0.653
H -2.545 3.879 -0.570
H 12.598 4.638 -4.161
*
```

M = 85.1 g/mol
HOMO energy = 0.04217 Ha
Calculated total energy = -8733.0946 eV
Gap between HOMO and LUMO = 2.15 eV
Energy above the lowest of the compared OMol25 structures with the same formula, charge and spin = 371.8 kJ/mol

Atom charges from the Mulliken analysis, given in e for atoms 1 to 2: C -0.3180; C -0.0919

=====

No. 2
Molecular formula: C3H3NO2
Method: DFT, ωB97M-V with the def2-TZVPD basis set

Geometry as ORCA input:
```
! RIJCOSX wB97M-V def2-TZVPD def2/J DEFGRID3
* xyz 0 1
C 1.355 -0.630 -0.290
C 1.412 0.631 0.379
C -1.519 0.017 0.019
N 0.231 0.003 0.069
O 1.766 -1.593 -0.832
O 1.867 1.644 0.846
H -1.602 -1.089 -0.245
H -1.911 0.363 0.933
H -1.600 0.654 -0.879
*
```

SMILES string = Cn1c(=O)c1=O
M = 85.1 g/mol
HOMO energy = -0.35968 Ha
Calculated total energy = -8741.8626 eV
Gap between HOMO and LUMO = 10.10 eV
Energy above the lowest of the compared OMol25 structures with the same formula, charge and spin = 315.4 kJ/mol

Atom charges from the Mulliken analysis, given in e for atoms 1 to 2: C 0.4505; C 0.3988

=====

No. 3
Molecular formula: C3H3NO2
Method: DFT, ωB97M-V with the def2-TZVPD basis set

Geometry as ORCA input:
```
! RIJCOSX wB97M-V def2-TZVPD def2/J DEFGRID3
* xyz 0 1
C 0.223 0.376 -1.370
C -0.289 -0.692 0.522
C -0.031 0.679 1.296
H -0.137 0.737 -2.266
H 0.607 -1.335 0.327
H -1.296 -1.100 1.063
N 0.366 1.471 1.950
O 1.346 -0.006 -0.888
O -0.789 -0.131 -0.634
*
```

SMILES string = N#CCOC=O
M = 85.1 g/mol
HOMO energy = -0.41763 Ha
Calculated total energy = -8741.7545 eV
Gap between HOMO and LUMO = 11.74 eV
Energy above the lowest of the compared OMol25 structures with the same formula, charge and spin = 325.8 kJ/mol

Atom charges from the Mulliken analysis, given in e for atoms 1 to 2: C 0.2360; C -0.1619

=====

No. 4
Molecular formula: C3H3NO2
Method: DFT, ωB97M-V with the def2-TZVPD basis set

Geometry as ORCA input:
```
! RIJCOSX wB97M-V def2-TZVPD def2/J DEFGRID3
* xyz 0 1
C 1.428 0.807 0.684
O 1.087 0.118 -0.247
C -0.455 -1.609 -1.932
O 0.324 -2.091 -2.600
C -1.848 0.154 0.589
N -2.461 0.630 1.444
H -1.263 -0.291 -0.198
H 0.736 1.062 1.508
H 2.452 1.219 0.752
*
```

M = 85.1 g/mol
HOMO energy = -0.39922 Ha
Calculated total energy = -8742.7188 eV
Gap between HOMO and LUMO = 11.23 eV
Energy above the lowest of the compared OMol25 structures with the same formula, charge and spin = 232.8 kJ/mol

Atom charges from the Mulliken analysis, given in e for atoms 1 to 2: C -0.0795; O -0.3648

=====

No. 5
Molecular formula: C3H3NO2
Method: DFT, ωB97M-V with the def2-TZVPD basis set

Geometry as ORCA input:
```
! RIJCOSX wB97M-V def2-TZVPD def2/J DEFGRID3
* xyz 0 1
C -1.766 1.875 -0.176
C -0.782 1.108 -0.861
C 0.040 0.075 -0.009
N -2.309 2.758 0.296
O -0.350 2.208 -3.109
O -0.249 1.405 -2.005
H 0.715 -0.209 -0.674
H -0.478 -0.720 0.436
H 0.495 0.526 0.962
*
```

M = 85.1 g/mol
HOMO energy (alpha / beta) = -0.37008 / -0.36944 Ha
Calculated total energy = -8737.8995 eV
Gap between HOMO and LUMO (alpha / beta) = 8.42 / 8.40 eV
Energy above the lowest of the compared OMol25 structures with the same formula, charge and spin = 697.8 kJ/mol

Atom charges from the Mulliken analysis, given in e for atoms 1 to 2: C 0.1300; C 0.6453

=====

No. 6
Molecular formula: C3H3NO2
Method: DFT, ωB97M-V with the def2-TZVPD basis set

Geometry as ORCA input:
```
! RIJCOSX wB97M-V def2-TZVPD def2/J DEFGRID3
* xyz 0 1
O -0.655 1.423 0.440
C -0.195 0.256 -0.028
C -1.009 -0.929 0.187
O -0.567 -2.052 0.029
C 1.207 0.027 -0.364
N 1.864 -0.811 -0.985
H -0.297 2.148 -0.096
H 1.723 0.662 0.391
H -2.070 -0.724 0.424
*
```

M = 85.1 g/mol
HOMO energy (alpha / beta) = -0.35419 / -0.32623 Ha
Calculated total energy = -8740.5229 eV
Gap between HOMO and LUMO (alpha / beta) = 8.10 / 8.11 eV
Energy above the lowest of the compared OMol25 structures with the same formula, charge and spin = 444.6 kJ/mol

Atom charges from the Mulliken analysis, given in e for atoms 1 to 2: O -0.4663; C 0.3129

=====

No. 7
Molecular formula: C3H3NO2
Method: DFT, ωB97M-V with the def2-TZVPD basis set

Geometry as ORCA input:
```
! RIJCOSX wB97M-V def2-TZVPD def2/J DEFGRID3
* xyz 0 1
C -1.509 0.151 0.297
C 1.115 0.900 0.123
C -0.264 0.531 -0.105
N -2.562 -0.144 0.665
O 0.372 1.091 -1.093
O 0.105 -1.997 -0.628
H 1.338 1.814 0.660
H 1.864 0.121 0.094
H -0.460 -2.466 -0.013
*
```

M = 85.1 g/mol
HOMO energy (alpha / beta) = -0.42776 / -0.32098 Ha
Calculated total energy = -8738.5658 eV
Gap between HOMO and LUMO (alpha / beta) = 10.63 / 6.92 eV
Energy above the lowest of the compared OMol25 structures with the same formula, charge and spin = 633.5 kJ/mol

Atom charges from the Mulliken analysis, given in e for atoms 1 to 2: C 0.2465; C -0.1856

=====

No. 8
Molecular formula: C3H3NO2
Method: DFT, ωB97M-V with the def2-TZVPD basis set

Geometry as ORCA input:
```
! RIJCOSX wB97M-V def2-TZVPD def2/J DEFGRID3
* xyz 0 1
O -0.957 -1.199 -1.001
C 0.204 -0.974 -0.289
C 1.127 -0.186 -0.811
O 1.847 0.626 -1.255
C -0.477 1.165 1.321
N -1.622 1.139 1.174
H -1.446 -0.365 -1.064
H 0.342 -1.464 0.670
H 0.585 1.210 1.454
*
```

SMILES string = O=C=CO.C#N
M = 85.1 g/mol
HOMO energy = -0.33438 Ha
Calculated total energy = -8741.8532 eV
Gap between HOMO and LUMO = 9.34 eV
Energy above the lowest of the compared OMol25 structures with the same formula, charge and spin = 316.3 kJ/mol

Atom charges from the Mulliken analysis, given in e for atoms 1 to 2: O -0.4615; C -0.7097

=====

No. 9
Molecular formula: C3H3NO2
Method: DFT, ωB97M-V with the def2-TZVPD basis set

Geometry as ORCA input:
```
! RIJCOSX wB97M-V def2-TZVPD def2/J DEFGRID3
* xyz 0 1
O -0.533 -1.566 0.266
C -0.124 -0.369 -0.198
C 1.173 0.095 0.236
O 1.884 -0.639 0.910
C -1.056 0.552 -0.690
N -1.883 1.167 -1.351
H 0.173 -1.832 0.891
H -1.130 1.477 -0.017
H 1.496 1.100 -0.093
*
```

M = 85.1 g/mol
HOMO energy (alpha / beta) = -0.33042 / -0.32618 Ha
Calculated total energy = -8740.0276 eV
Gap between HOMO and LUMO (alpha / beta) = 7.49 / 8.49 eV
Energy above the lowest of the compared OMol25 structures with the same formula, charge and spin = 492.4 kJ/mol

Atom charges from the Mulliken analysis, given in e for atoms 1 to 2: O -0.4939; C 0.2867

=====

No. 10
Molecular formula: C3H3NO2
Method: DFT, ωB97M-V with the def2-TZVPD basis set

Geometry as ORCA input:
```
! RIJCOSX wB97M-V def2-TZVPD def2/J DEFGRID3
* xyz 0 1
C -2.305 0.907 -0.559
C 0.031 0.134 -0.096
C -1.499 -0.005 0.168
N -2.836 1.735 -1.177
O 0.827 -0.794 0.521
O -1.936 -0.669 1.060
H 0.088 0.111 -1.095
H 0.255 1.241 0.259
H 0.542 -0.994 1.407
*
```

SMILES string = N#CC(=O)CO
M = 85.1 g/mol
HOMO energy = -0.40613 Ha
Calculated total energy = -8742.9574 eV
Gap between HOMO and LUMO = 10.39 eV
Energy above the lowest of the compared OMol25 structures with the same formula, charge and spin = 209.7 kJ/mol

Atom charges from the Mulliken analysis, given in e for atoms 1 to 2: C 0.2146; C -0.4947

=====

No. 11
Molecular formula: C3H3NO2
Method: DFT, ωB97M-V with the def2-TZVPD basis set

Geometry as ORCA input:
```
! RIJCOSX wB97M-V def2-TZVPD def2/J DEFGRID3
* xyz 0 1
C -1.933 0.019 1.255
C 1.565 -0.109 0.207
C 1.361 0.343 -1.021
N -1.698 -0.379 0.191
O 1.521 -0.624 1.267
O -1.451 -0.596 -0.946
H -2.420 0.388 2.169
H 1.514 1.386 -1.292
H 1.541 -0.427 -1.828
*
```

SMILES string = C#[N+][O-].C=C=O
M = 85.1 g/mol
HOMO energy = -0.33258 Ha
Calculated total energy = -8740.1247 eV
Gap between HOMO and LUMO = 9.87 eV
Energy above the lowest of the compared OMol25 structures with the same formula, charge and spin = 483.1 kJ/mol

Atom charges from the Mulliken analysis, given in e for atoms 1 to 2: C -0.1616; C 0.7604

=====

No. 12
Molecular formula: C3H3NO2
Method: DFT, ωB97M-V with the def2-TZVPD basis set

Geometry as ORCA input:
```
! RIJCOSX wB97M-V def2-TZVPD def2/J DEFGRID3
* xyz 0 1
C -1.025 -0.501 0.164
O -0.353 0.617 -0.449
C 0.971 0.750 -0.444
O 1.556 1.657 -0.964
C 1.641 -0.346 0.289
N 1.944 -1.272 0.910
H -0.345 -1.207 0.652
H -1.705 -0.088 0.910
H -1.564 -1.017 -0.630
*
```

SMILES string = COC(=O)C#N
M = 85.1 g/mol
HOMO energy = -0.43282 Ha
Calculated total energy = -8743.4814 eV
Gap between HOMO and LUMO = 11.82 eV
Energy above the lowest of the compared OMol25 structures with the same formula, charge and spin = 159.2 kJ/mol

Atom charges from the Mulliken analysis, given in e for atoms 1 to 2: C -0.6507; O -0.3191